Here is a cluster of 7 separate species, C18H31F4NO16 in total at a distorted geometry from the Open Molecules 2025 dataset. Energies are from ωB97M-V with the def2-TZVPD basis set.

## Properties
* spin multiplicity: 1
* total charge: 0
* electronic energy: -2362.03286 hartree
* energy relative to the best compared isomer or geometry (same formula, charge and spin): 648.0 kJ/mol
* frontier orbital gap: 8.706 eV

```
70
C18H31F4NO16 (ωB97M-V with the def2-TZVPD basis set)
N 0.895 -1.827 -0.463
H 0.885 -2.089 0.445
H -0.179 -1.586 -0.587
H 0.949 -2.315 -1.197
H 1.206 -0.904 -0.721
O -0.572 0.922 -0.491
H -0.046 1.242 0.249
C -1.539 3.137 1.378
C -2.941 3.730 1.583
O -2.882 3.986 2.993
C -1.636 3.969 3.461
O -1.309 4.250 4.633
O -0.823 3.613 2.430
F -3.953 2.865 1.439
H -1.133 3.099 0.440
H -1.684 2.040 1.501
H -3.119 4.482 1.096
C -3.128 -1.460 -0.387
C -3.402 -0.433 0.765
O -2.718 -0.987 1.836
C -1.967 -2.030 1.499
O -1.235 -2.743 2.069
O -2.265 -2.381 0.298
F -4.737 -0.373 0.944
H -2.341 -1.027 -1.112
H -4.250 -1.881 -0.745
H -3.023 0.513 0.618
C 1.323 3.364 -1.984
C 1.234 2.180 -2.994
O 2.576 1.881 -3.156
C 3.326 2.973 -2.860
O 4.458 3.031 -3.171
O 2.646 3.914 -2.295
F 0.729 2.631 -4.142
H 1.292 3.006 -1.111
H 0.623 4.094 -2.217
H 0.684 1.404 -2.666
C -2.375 1.520 -3.679
C -3.369 1.555 -2.370
O -4.312 0.590 -2.769
C -3.817 -0.304 -3.755
O -4.403 -1.326 -4.102
O -2.786 0.180 -4.329
F -4.039 2.668 -2.476
H -1.425 1.442 -3.679
H -2.575 1.922 -4.529
H -2.730 1.679 -1.614
C 3.280 1.086 0.269
O 2.563 0.064 1.076
C 3.290 -0.386 2.261
C 2.510 -1.404 3.014
O 2.758 -2.347 2.330
C 2.282 -3.664 2.933
C 2.578 -4.789 1.873
O 1.626 -4.355 0.769
C 1.660 -5.366 -0.287
H 4.380 1.016 0.423
H 3.245 2.156 0.679
H 2.946 1.170 -0.731
H 3.088 0.624 2.752
H 3.960 -0.768 1.830
H 1.463 -1.200 3.235
H 3.097 -1.334 4.038
H 1.338 -3.444 3.362
H 3.047 -3.843 3.780
H 2.277 -5.627 2.452
H 3.507 -4.833 1.591
H 0.840 -5.121 -0.960
H 1.457 -6.489 0.100
H 2.704 -5.344 -0.831
```

From a Löwdin analysis of the wavefunction, the atomic charges in e read: atom 1 (N): 0.38, atom 2 (H): 0.06, atom 3 (H): 0.17, atom 4 (H): 0.04, atom 5 (H): 0.11, atom 6 (O): -0.40, atom 7 (H): -0.11, atom 8 (C): -0.10, atom 9 (C): -0.24, atom 10 (O): 0.16, atom 11 (C): -0.48, atom 12 (O): 0.12, atom 13 (O): 0.09, atom 14 (F): 0.10, atom 15 (H): 0.08, atom 16 (H): 0.13, atom 17 (H): 0.09, atom 18 (C): -0.01, atom 19 (C): -0.33, atom 20 (O): 0.17, atom 21 (C): -0.65, atom 22 (O): 0.18, atom 23 (O): 0.04, atom 24 (F): 0.08, atom 25 (H): 0.13, atom 26 (H): 0.22, atom 27 (H): 0.10, atom 28 (C): 0.03, atom 29 (C): -0.33, atom 30 (O): 0.13, atom 31 (C): -0.64, atom 32 (O): 0.19, atom 33 (O): 0.13, atom 34 (F): 0.09, atom 35 (H): 0.04, atom 36 (H): 0.13, atom 37 (H): 0.09, atom 38 (C): 0.13, atom 39 (C): -0.28, atom 40 (O): 0.11, atom 41 (C): -0.56, atom 42 (O): 0.12, atom 43 (O): 0.09, atom 44 (F): 0.10, atom 45 (H): 0.04, atom 46 (H): 0.08, atom 47 (H): 0.09, atom 48 (C): -0.05, atom 49 (O): -0.23, atom 50 (C): -0.12, atom 51 (C): -0.42, atom 52 (O): -0.11, atom 53 (C): -0.03, atom 54 (C): -0.09, atom 55 (O): -0.24, atom 56 (C): -0.11, atom 57 (H): 0.10, atom 58 (H): 0.11, atom 59 (H): 0.04, atom 60 (H): 0.17, atom 61 (H): 0.02, atom 62 (H): 0.14, atom 63 (H): 0.17, atom 64 (H): 0.11, atom 65 (H): 0.15, atom 66 (H): 0.11, atom 67 (H): 0.06, atom 68 (H): 0.06, atom 69 (H): 0.13, atom 70 (H): 0.11

Here is an isolated molecule of C4H6N4 at a distorted geometry from the Open Molecules 2025 dataset. Energies are from ωB97M-V with the def2-TZVPD basis set.

## Properties
* spin multiplicity: 1
* total charge: 0
* electronic energy: -375.01141 hartree
* energy relative to the best compared isomer or geometry (same formula, charge and spin): 131.2 kJ/mol
* frontier orbital gap: 8.598 eV

```
14
C4H6N4 (ωB97M-V with the def2-TZVPD basis set)
C -1.369 1.590 -0.134
C 0.434 0.140 0.274
C 2.126 -1.137 0.336
C 1.016 -1.831 -0.229
H -3.027 1.163 -1.118
H -1.716 2.625 0.055
H 0.382 1.923 0.880
H 3.049 -1.547 0.640
H 0.895 -2.869 -0.448
H -1.052 -1.144 -0.391
N -2.178 0.726 -0.642
N -0.239 1.314 0.472
N 1.640 0.014 0.644
N 0.040 -0.966 -0.339
```

From a Löwdin analysis of the wavefunction, the atomic charges in e read: atom 1 (C): -0.32, atom 2 (C): -0.44, atom 3 (C): -0.14, atom 4 (C): -0.12, atom 5 (H): 0.07, atom 6 (H): 0.13, atom 7 (H): 0.12, atom 8 (H): 0.08, atom 9 (H): 0.09, atom 10 (H): 0.20, atom 11 (N): 0.04, atom 12 (N): 0.12, atom 13 (N): 0.08, atom 14 (N): 0.09

Here is a cluster of 7 separate species, C14H24Cl6O19S4 in total at a distorted geometry from the Open Molecules 2025 dataset. Energies are from ωB97M-V with the def2-TZVPD basis set.

## Properties
* spin multiplicity: 2
* total charge: -1
* electronic energy: -6331.07015 hartree
* frontier orbital gap (spin up / spin down): 2.621 / 7.702 eV

```
67
C14H24Cl6O19S4 (ωB97M-V with the def2-TZVPD basis set)
C -10.342 -1.238 6.712
Cl -11.086 0.331 6.433
Cl -9.053 -1.377 5.525
Cl -11.601 -2.506 6.649
H -9.802 -1.071 7.644
C -15.119 -1.493 6.606
Cl -14.905 0.016 7.496
Cl -14.786 -1.183 4.909
Cl -16.738 -2.090 6.665
H -14.418 -2.180 7.080
C -6.396 3.499 11.181
C -6.382 2.775 9.796
C -5.918 1.308 9.704
O -6.820 0.828 8.791
C -8.013 1.498 9.083
O -9.145 1.086 8.738
O -7.771 2.674 9.608
H -6.539 4.563 10.993
H -5.495 3.309 11.763
H -7.240 3.179 11.792
H -5.914 3.319 8.975
H -5.920 0.754 10.642
H -4.954 1.208 9.205
C -12.759 2.930 8.292
C -11.651 3.457 9.127
O -11.785 4.841 9.332
S -13.321 5.354 8.950
O -13.117 6.357 7.898
O -14.215 5.572 10.094
O -13.708 3.887 8.203
H -13.245 2.018 8.640
H -12.446 2.756 7.263
H -10.627 3.400 8.756
H -11.746 2.941 10.082
C -13.609 -5.479 7.788
C -13.733 -6.911 7.182
O -15.030 -7.307 7.284
S -16.004 -6.293 8.184
O -15.840 -6.612 9.569
O -17.260 -6.073 7.519
O -14.932 -5.065 7.732
H -12.932 -4.772 7.308
H -13.432 -5.568 8.860
H -13.027 -7.575 7.680
H -13.345 -6.752 6.175
C -9.589 -5.970 5.169
C -10.992 -5.321 4.939
O -11.531 -6.174 3.945
S -10.916 -7.705 3.776
O -10.166 -7.850 2.520
O -11.933 -8.710 4.184
O -9.896 -7.330 5.091
H -9.114 -5.926 6.149
H -8.875 -5.592 4.437
H -11.020 -4.297 4.566
H -11.601 -5.483 5.829
C -5.932 1.054 3.756
C -6.248 0.733 5.221
O -7.038 1.802 5.572
S -7.963 2.460 4.293
O -8.317 3.846 4.157
O -8.888 1.428 3.733
O -6.592 2.235 3.465
H -6.315 0.308 3.060
H -4.914 1.322 3.474
H -5.332 0.811 5.807
H -6.727 -0.187 5.554
```

From a Löwdin analysis of the wavefunction, the atomic charges in e read: atom 1 (C): -1.48, atom 2 (Cl): 0.58, atom 3 (Cl): 0.60, atom 4 (Cl): 0.58, atom 5 (H): 0.00, atom 6 (C): -1.60, atom 7 (Cl): 0.55, atom 8 (Cl): 0.52, atom 9 (Cl): 0.56, atom 10 (H): -0.03, atom 11 (C): -0.01, atom 12 (C): -0.27, atom 13 (C): -0.14, atom 14 (O): 0.05, atom 15 (C): -0.47, atom 16 (O): 0.06, atom 17 (O): 0.08, atom 18 (H): 0.08, atom 19 (H): 0.07, atom 20 (H): 0.09, atom 21 (H): 0.16, atom 22 (H): 0.13, atom 23 (H): 0.14, atom 24 (C): -0.28, atom 25 (C): -0.19, atom 26 (O): -0.19, atom 27 (S): 0.78, atom 28 (O): -0.26, atom 29 (O): -0.26, atom 30 (O): -0.19, atom 31 (H): 0.09, atom 32 (H): 0.11, atom 33 (H): 0.13, atom 34 (H): 0.13, atom 35 (C): -0.20, atom 36 (C): -0.22, atom 37 (O): -0.18, atom 38 (S): 0.75, atom 39 (O): -0.22, atom 40 (O): -0.21, atom 41 (O): -0.24, atom 42 (H): 0.07, atom 43 (H): 0.12, atom 44 (H): 0.14, atom 45 (H): 0.11, atom 46 (C): -0.18, atom 47 (C): -0.18, atom 48 (O): -0.24, atom 49 (S): 0.80, atom 50 (O): -0.25, atom 51 (O): -0.26, atom 52 (O): -0.23, atom 53 (H): 0.14, atom 54 (H): 0.13, atom 55 (H): 0.11, atom 56 (H): 0.08, atom 57 (C): -0.23, atom 58 (C): -0.30, atom 59 (O): -0.34, atom 60 (S): 0.56, atom 61 (O): -0.35, atom 62 (O): -0.43, atom 63 (O): -0.28, atom 64 (H): 0.11, atom 65 (H): 0.11, atom 66 (H): 0.09, atom 67 (H): 0.05

Here is a structure of composition C40H108F6O20Y at a distorted geometry from the Open Molecules 2025 dataset. Energies are from ωB97M-V with the def2-TZVPD basis set.

## Properties
* spin multiplicity: 2
* total charge: +2
* electronic energy: -3730.38945 hartree
* frontier orbital gap (spin up / spin down): 5.235 / 1.727 eV

```
175
C40H108F6O20Y (ωB97M-V with the def2-TZVPD basis set)
Y 16.872 -5.318 -11.428
C 18.997 -7.855 -12.097
O 19.615 -6.580 -12.147
O 17.601 -7.511 -12.060
C 19.517 -8.808 -13.253
F 20.733 -9.279 -13.050
F 18.776 -9.906 -13.507
F 19.635 -8.175 -14.415
C 21.039 -6.540 -12.033
C 21.381 -5.037 -12.093
H 22.470 -5.013 -12.100
H 20.994 -4.575 -13.002
H 21.050 -4.569 -11.166
H 21.587 -7.057 -12.821
H 21.465 -6.921 -11.105
H 19.319 -8.369 -11.192
C 18.726 -5.238 -8.102
O 19.394 -4.045 -8.463
O 17.886 -5.490 -9.211
C 19.903 -6.320 -7.745
F 20.742 -6.379 -8.804
F 20.628 -6.044 -6.633
F 19.347 -7.555 -7.640
C 19.722 -3.140 -7.389
C 20.811 -2.307 -7.936
H 20.419 -1.598 -8.665
H 21.329 -1.713 -7.183
H 21.524 -3.001 -8.381
H 20.126 -3.628 -6.502
H 18.876 -2.517 -7.102
H 18.100 -5.046 -7.231
C 18.449 -8.992 -19.001
C 19.492 -8.292 -18.114
O 20.704 -8.242 -18.761
H 17.506 -9.109 -18.467
H 18.759 -9.985 -19.327
H 18.307 -8.368 -19.883
H 19.593 -8.981 -17.276
H 19.202 -7.299 -17.772
H 20.562 -8.137 -19.705
C 16.571 -8.690 -15.447
C 15.187 -8.881 -16.048
O 14.412 -7.680 -16.001
H 17.299 -9.488 -15.597
H 16.471 -8.607 -14.365
H 17.069 -7.819 -15.874
H 14.672 -9.693 -15.534
H 15.392 -9.151 -17.084
H 14.628 -7.086 -16.723
C 24.074 -4.747 -9.332
C 23.983 -5.364 -7.949
O 25.241 -5.439 -7.337
H 23.064 -4.481 -9.641
H 24.539 -5.318 -10.136
H 24.570 -3.795 -9.143
H 23.582 -6.372 -8.052
H 23.289 -4.854 -7.282
H 25.333 -6.073 -6.622
C 23.994 -11.097 -13.022
C 24.998 -9.971 -13.105
O 24.895 -9.127 -12.036
H 23.818 -11.667 -13.934
H 23.012 -10.677 -12.807
H 24.323 -11.822 -12.277
H 24.847 -9.422 -14.034
H 25.993 -10.386 -13.269
H 24.727 -9.636 -11.239
C 22.606 -8.458 -15.881
C 22.310 -9.860 -16.111
O 22.346 -10.068 -17.530
H 21.987 -7.789 -16.477
H 23.588 -8.135 -16.225
H 22.519 -8.195 -14.827
H 21.304 -10.063 -15.746
H 23.026 -10.510 -15.607
H 21.807 -9.369 -17.908
C 22.797 -9.180 -9.447
C 23.809 -9.993 -8.629
O 24.852 -10.364 -9.502
H 21.975 -8.838 -8.819
H 22.384 -9.842 -10.208
H 23.319 -8.317 -9.860
H 23.330 -10.943 -8.394
H 24.337 -9.559 -7.780
H 25.470 -11.000 -9.134
C 18.834 -12.356 -15.990
C 17.498 -13.110 -16.101
O 16.572 -12.226 -16.578
H 18.715 -11.564 -15.251
H 19.115 -12.015 -16.986
H 19.699 -12.974 -15.746
H 17.144 -13.525 -15.157
H 17.509 -13.966 -16.776
H 15.705 -12.638 -16.575
C 15.189 -11.245 -12.393
C 16.408 -11.400 -11.496
O 16.199 -12.549 -10.658
H 15.364 -10.476 -13.145
H 14.323 -11.012 -11.774
H 14.969 -12.087 -13.050
H 16.573 -10.555 -10.827
H 17.239 -11.598 -12.172
H 17.003 -12.608 -10.137
C 19.316 -10.727 -8.645
C 19.262 -12.159 -8.112
O 18.414 -12.917 -8.939
H 18.549 -10.101 -8.188
H 19.171 -10.685 -9.725
H 20.259 -10.262 -8.360
H 18.921 -12.175 -7.077
H 20.295 -12.505 -8.076
H 18.796 -13.793 -8.851
C 14.041 -8.555 -10.028
C 15.203 -7.719 -9.506
O 15.134 -6.497 -10.198
H 13.108 -8.159 -9.627
H 14.027 -9.560 -9.607
H 13.998 -8.722 -11.104
H 16.190 -8.134 -9.708
H 15.164 -7.528 -8.434
H 14.495 -5.994 -9.687
C 20.120 -1.779 -12.118
C 18.809 -2.058 -11.372
O 18.762 -3.451 -11.170
H 20.247 -0.715 -12.314
H 20.129 -2.298 -13.077
H 21.001 -2.124 -11.578
H 17.938 -1.785 -11.968
H 18.811 -1.594 -10.386
H 18.969 -3.640 -10.252
C 17.036 -5.129 -15.760
C 18.007 -4.899 -14.644
O 17.317 -4.397 -13.537
H 16.301 -5.851 -15.404
H 17.547 -5.444 -16.669
H 16.474 -4.239 -16.042
H 18.777 -4.187 -14.941
H 18.435 -5.880 -14.438
H 16.997 -3.514 -13.739
C 19.602 -12.880 -12.298
C 21.023 -12.954 -12.770
O 21.386 -14.155 -13.397
H 19.352 -11.993 -11.716
H 19.408 -13.759 -11.684
H 18.878 -12.872 -13.113
H 21.641 -12.913 -11.873
H 21.251 -12.104 -13.412
H 22.332 -14.176 -13.238
C 21.053 -4.872 -16.342
C 21.205 -4.114 -17.699
O 22.399 -3.323 -17.589
H 20.991 -4.236 -15.458
H 21.891 -5.528 -16.107
H 20.126 -5.435 -16.228
H 20.332 -3.475 -17.833
H 21.199 -4.807 -18.541
H 22.152 -2.433 -17.848
C 24.503 -4.607 -14.950
C 25.817 -3.873 -14.851
O 26.309 -3.949 -13.574
H 24.609 -5.692 -14.962
H 24.008 -4.408 -15.901
H 23.840 -4.279 -14.150
H 25.618 -2.840 -15.140
H 26.522 -4.278 -15.577
H 26.262 -4.853 -13.254
C 24.098 -1.653 -10.859
C 25.590 -1.434 -10.822
O 26.048 -1.561 -12.182
H 23.713 -1.706 -9.841
H 23.763 -2.533 -11.407
H 23.617 -0.788 -11.317
H 25.937 -2.263 -10.205
H 25.905 -0.499 -10.358
H 26.122 -2.490 -12.413
```

Löwdin atomic charge list, values in e, 99 entries: atom 1 (Y): 1.95, atom 2 (C): -0.31, atom 3 (O): -0.13, atom 4 (O): -0.27, atom 5 (C): -0.56, atom 6 (F): 0.16, atom 7 (F): 0.14, atom 8 (F): 0.15, atom 9 (C): -0.21, atom 10 (C): -0.04, atom 11 (H): 0.08, atom 12 (H): 0.07, atom 13 (H): 0.05, atom 14 (H): 0.12, atom 15 (H): 0.11, atom 16 (H): 0.15, atom 17 (C): -0.21, atom 18 (O): -0.11, atom 19 (O): -0.02, atom 20 (C): -0.45, atom 21 (F): 0.15, atom 22 (F): 0.18, atom 23 (F): 0.15, atom 24 (C): -0.22, atom 25 (C): -0.04, atom 26 (H): 0.08, atom 27 (H): 0.11, atom 28 (H): 0.08, atom 29 (H): 0.13, atom 30 (H): 0.14, atom 31 (H): 0.21, atom 32 (C): -0.05, atom 33 (C): -0.33, atom 34 (O): -0.07, atom 35 (H): 0.06, atom 36 (H): 0.09, atom 37 (H): 0.08, atom 38 (H): 0.10, atom 39 (H): 0.10, atom 40 (H): 0.11, atom 41 (C): -0.10, atom 42 (C): -0.28, atom 43 (O): -0.08, atom 44 (H): 0.06, atom 45 (H): 0.05, atom 46 (H): 0.05, atom 47 (H): 0.11, atom 48 (H): 0.11, atom 49 (H): 0.08, atom 50 (C): -0.07, atom 51 (C): -0.34, atom 52 (O): -0.05, atom 53 (H): 0.04, atom 54 (H): 0.09, atom 55 (H): 0.06, atom 56 (H): 0.09, atom 57 (H): 0.10, atom 58 (H): 0.09, atom 59 (C): -0.09, atom 60 (C): -0.35, atom 61 (O): -0.06, atom 62 (H): 0.07, atom 63 (H): 0.05, atom 64 (H): 0.08, atom 65 (H): 0.10, atom 66 (H): 0.12, atom 67 (H): 0.02, atom 68 (C): -0.11, atom 69 (C): -0.31, atom 70 (O): -0.06, atom 71 (H): 0.06, atom 72 (H): 0.09, atom 73 (H): 0.06, atom 74 (H): 0.09, atom 75 (H): 0.10, atom 76 (H): 0.01, atom 77 (C): -0.08, atom 78 (C): -0.28, atom 79 (O): -0.09, atom 80 (H): 0.05, atom 81 (H): 0.08, atom 82 (H): 0.07, atom 83 (H): 0.11, atom 84 (H): 0.12, atom 85 (H): 0.11, atom 86 (C): -0.06, atom 87 (C): -0.34, atom 88 (O): -0.08, atom 89 (H): 0.04, atom 90 (H): 0.08, atom 91 (H): 0.08, atom 92 (H): 0.11, atom 93 (H): 0.12, atom 94 (H): 0.09, atom 95 (C): -0.07, atom 96 (C): -0.30, atom 97 (O): -0.07, atom 98 (H): 0.05, atom 99 (H): 0.06